Record 1
{"formula": "C20H27IrN3S2", "method": "ωB97M-V with the def2-TZVPD basis set", "species": ["Ir", "S", "S", "C", "C", "C", "N", "C", "C", "H", "H", "H", "H", "H", "H", "H", "H", "C", "H", "H", "H", "H", "H", "H", "H", "C", "C", "H", "H", "H", "H", "C", "C", "N", "C", "C", "C", "C", "C", "C", "C", "C", "C", "N", "C", "H", "H", "H", "H", "H", "H", "H", "H"], "xyz": [[-0.143690, 0.951517, -0.375852], [1.612424, -0.100895, -1.307037], [-1.678640, -0.524899, -1.101765], [2.454128, 1.525854, -1.205902], [2.157791, -0.372300, -3.223354], [1.012890, 0.173266, -4.050943], [-0.151979, -0.570973, -3.656396], [-1.506070, -0.152293, -3.894254], [-2.366742, -0.956702, -2.942426], [2.313249, -1.455583, -3.359026], [3.110682, 0.149331, -3.346855], [1.178826, 0.016835, -5.129101], [0.873768, 1.246899, -3.849869], [-1.757308, -0.362098, -4.946704], [-1.619411, 0.924840, -3.695067], [-2.259352, -2.045898, -3.075864], [-3.427899, -0.693701, -2.939252], [-2.886245, 0.836139, -0.880097], [-0.015101, -1.555645, -3.502526], [-2.587398, 1.633878, -1.583561], [-2.753353, 1.146500, 0.165143], [-3.894239, 0.433765, -1.053315], [2.330145, 1.823000, -0.155026], [1.911185, 2.204916, -1.886629], [3.514461, 1.382963, -1.458326], [0.453377, -3.977105, -0.969319], [0.513015, -3.770642, 0.438183], [1.322553, -3.789819, -1.584847], [-0.502183, -4.025072, -1.473315], [1.367351, -3.144523, 0.784406], [-0.423681, -3.375941, 0.894737], [3.453490, 0.506890, 2.423121], [2.624095, -0.130350, 1.467701], [1.346083, 0.307735, 1.296102], [0.760555, 0.891986, 2.367250], [1.481819, 1.585960, 3.384503], [2.893194, 1.421182, 3.310925], [0.654779, 2.368523, 4.266332], [-0.713010, 2.191117, 4.349643], [-1.416067, 1.212292, 3.563575], [-2.734643, 0.698233, 3.660398], [-3.152549, -0.350457, 2.828332], [-2.307348, -0.764213, 1.772356], [-1.215296, -0.023581, 1.451967], [-0.669813, 0.708390, 2.455705], [4.521623, 0.285717, 2.423705], [2.962265, -0.959220, 0.846241], [3.511874, 2.011741, 3.986388], [1.173245, 3.079122, 4.902573], [-1.313127, 2.758497, 5.055502], [-3.398258, 1.119516, 4.411148], [-4.117261, -0.830349, 2.957733], [-2.498206, -1.664347, 1.182960]], "forces_ev_per_a": [[0.06, -0.08, 1.26], [3.29, -0.85, -3.38], [-3.35, -1.75, -2.97], [-0.05, -0.24, 0.08], [-0.69, 0.17, 0.73], [-0.21, -0.57, -0.35], [0.04, 0.35, 1.33], [0.28, -0.50, -0.39], [0.72, 0.37, 0.64], [-0.19, 0.42, 0.29], [-0.19, -0.03, 0.19], [0.54, 0.39, 0.18], [-0.04, -0.24, -0.20], [-0.59, 0.25, 0.26], [0.07, -0.23, -0.20], [0.11, 0.45, 0.28], [0.22, 0.01, 0.15], [0.12, -0.20, 0.07], [-0.01, -0.16, -0.46], [-0.70, -0.20, 0.32], [-0.56, 0.32, -0.46], [0.25, 0.49, 0.02], [0.45, 0.45, -0.51], [0.73, -0.04, 0.25], [-0.36, 0.40, 0.03], [0.05, 1.60, 4.10], [-0.63, 2.82, -4.40], [0.23, -0.67, 0.03], [-0.05, -0.71, 0.05], [-0.04, -1.51, 0.11], [0.44, -1.44, 0.08], [-0.47, -0.13, 0.00], [-0.17, 1.29, 0.59], [0.04, -0.80, 2.20], [1.21, 0.65, -0.60], [-1.36, -0.56, -0.67], [0.35, 0.46, 0.23], [2.71, -0.48, -0.51], [-2.51, -1.06, -0.10], [1.45, -0.24, -0.92], [-0.60, 0.00, 0.00], [0.81, 0.43, 0.16], [-0.29, 1.01, 0.50], [0.62, -0.55, 2.32], [-1.49, 0.23, -0.53], [-0.32, 0.01, 0.20], [0.06, 0.50, -0.15], [0.07, -0.27, -0.11], [-0.28, 0.04, 0.16], [0.28, 0.10, 0.11], [-0.05, -0.23, -0.03], [0.17, 0.00, 0.17], [-0.18, 0.54, -0.09]], "de_lowest_ev": 2.153, "orbital_gap_ha": [0.21557, 0.11944], "charge": 3, "largest_force_ha_per_bohr": 0.10234, "homo_energy_ev": [-16.72, -16.97], "multiplicity": 5}

Record 2
{"formula": "C3H6O2", "method": "ωB97M-V with the def2-TZVPD basis set", "species": ["C", "C", "C", "H", "H", "H", "H", "H", "H", "O", "O"], "xyz": [[-0.783453, 0.819358, -0.091033], [-0.823447, -0.763704, 0.005878], [1.428932, -0.002039, -0.019646], [-1.267116, 1.056253, -1.035288], [-1.132593, 1.085538, 0.870668], [-1.300076, -1.133326, -0.919277], [-1.204739, -0.992405, 1.024190], [2.268622, -0.297588, -0.493436], [1.633753, -0.007972, 0.973416], [0.594565, -0.949908, -0.194295], [0.585556, 1.185789, -0.121174]], "forces_ev_per_a": [[1.05, -2.12, -0.40], [2.15, 2.70, -0.70], [-3.28, 3.43, 2.75], [-0.36, 0.93, 0.49], [-1.19, 1.47, 0.38], [-0.13, -0.56, 1.15], [0.29, -0.79, -0.93], [2.98, 0.76, -2.93], [1.68, 0.58, 3.59], [-4.36, -7.60, -1.94], [1.17, 1.20, -1.47]], "de_lowest_ev": 3.511, "orbital_gap_ha": 0.38636, "charge": 0, "largest_force_ha_per_bohr": 0.17457, "smiles": "C1COCO1", "homo_energy_ev": -9.55, "multiplicity": 1}

Record 3
{"formula": "C28H34BaBrClFN5O6", "method": "ωB97M-V with the def2-TZVPD basis set", "species": ["Ba", "N", "C", "C", "O", "N", "C", "C", "O", "O", "H", "H", "H", "H", "H", "H", "C", "C", "C", "C", "N", "N", "H", "H", "H", "H", "H", "H", "H", "H", "H", "H", "H", "H", "Br", "C", "C", "C", "N", "C", "C", "H", "H", "H", "H", "F", "C", "C", "C", "C", "C", "C", "H", "H", "H", "H", "C", "C", "C", "C", "Cl", "C", "C", "C", "O", "C", "C", "O", "O", "H", "H", "H", "H", "H", "H", "H", "H"], "xyz": [[0.837812, 0.578095, -0.852237], [-3.591000, 1.715190, -0.862243], [-2.493011, 2.675884, -0.777806], [-1.263351, 2.179254, 0.001918], [-1.340810, 1.013477, 0.515280], [-0.150256, 2.855572, 0.073315], [0.030203, 4.009050, -0.773606], [0.514481, 3.651369, -2.209079], [0.927756, 4.599874, -2.890126], [0.438983, 2.428465, -2.547941], [-3.702280, 1.298051, 0.056698], [-3.278240, 0.938949, -1.438409], [-2.855085, 3.598355, -0.312611], [-2.177953, 2.937026, -1.789510], [0.797948, 4.655299, -0.342331], [-0.860882, 4.641257, -0.888787], [-3.206165, -3.342507, 2.375117], [-2.641549, -1.951363, 2.097036], [-1.514097, -1.630419, 3.086970], [-3.735564, -0.894837, 2.226978], [-2.184120, -1.891369, 0.704654], [-1.020268, -2.711188, 0.510971], [-3.536045, -3.423962, 3.415096], [-2.438759, -4.092416, 2.183217], [-4.055053, -3.539924, 1.716877], [-1.899396, -1.580685, 4.109860], [-1.062998, -0.665940, 2.839670], [-0.735092, -2.394217, 3.047918], [-4.186933, -0.923843, 3.221683], [-4.512649, -1.066297, 1.478847], [-3.306509, 0.097758, 2.069094], [-1.941366, -0.919522, 0.516154], [-0.935874, -2.847889, -0.490182], [-0.181039, -2.212895, 0.804668], [5.021344, 1.806412, -7.063753], [4.085603, 1.252107, -5.497883], [4.614592, 1.535106, -4.254338], [3.895771, 1.099657, -3.148752], [2.746409, 0.443364, -3.238043], [2.250430, 0.194337, -4.445114], [2.889758, 0.575254, -5.618762], [5.542133, 2.076980, -4.140996], [4.263077, 1.280403, -2.144079], [1.296399, -0.321219, -4.472756], [2.453983, 0.356399, -6.582519], [-1.792392, -3.440756, -6.105343], [-1.345248, -2.732655, -5.013765], [-1.803403, -1.448827, -4.809187], [-1.327192, -0.749877, -3.696952], [-0.408289, -1.266576, -2.762805], [-0.003453, -2.583209, -3.053143], [-0.447355, -3.323356, -4.153144], [-2.509780, -1.011324, -5.506863], [-1.684701, 0.272963, -3.576385], [0.715024, -3.076433, -2.396926], [-0.106338, -4.336279, -4.341900], [1.487704, -1.206396, 5.696660], [1.071286, -0.038775, 4.847407], [-0.067962, 0.695942, 5.123435], [-0.461863, 1.725495, 4.278813], [-1.933655, 2.596047, 4.636304], [0.270987, 2.040966, 3.154525], [1.437361, 1.336090, 2.891684], [1.834444, 0.295193, 3.719789], [2.939280, -0.465227, 3.514440], [3.665295, -0.198408, 2.329998], [2.878329, -0.449519, 1.030331], [1.831389, -1.124558, 1.092397], [3.345479, 0.114170, 0.007951], [0.804354, -1.339309, 6.535728], [2.500108, -1.068497, 6.081136], [1.495826, -2.120460, 5.100018], [-0.675802, 0.443654, 5.983551], [-0.057832, 2.794897, 2.451056], [1.997546, 1.595988, 2.003153], [4.536389, -0.852746, 2.348848], [4.014098, 0.839300, 2.319052]], "forces_ev_per_a": [[0.45, -1.19, -0.81], [0.05, 0.07, -0.01], [-0.01, -0.07, 0.06], [-0.50, 0.30, 0.06], [-0.30, 0.07, 0.27], [-0.08, 0.37, 0.16], [-0.06, 0.11, 0.01], [-0.01, 0.19, -0.17], [-0.01, -0.06, -0.04], [-0.01, 0.53, -0.13], [0.00, -0.03, 0.00], [-0.02, -0.02, 0.01], [0.01, 0.01, 0.00], [0.02, 0.02, 0.00], [0.00, 0.00, -0.02], [0.01, -0.03, -0.01], [0.01, 0.05, -0.01], [-0.01, -0.05, 0.06], [-0.03, -0.01, -0.06], [0.04, 0.01, -0.02], [0.09, 0.00, 0.11], [0.01, -0.02, -0.06], [0.00, 0.00, 0.00], [0.00, -0.01, 0.00], [0.00, 0.00, -0.01], [0.01, 0.01, 0.01], [-0.02, -0.01, 0.00], [0.01, 0.00, 0.01], [0.01, 0.00, 0.01], [-0.01, 0.00, 0.00], [-0.02, 0.01, 0.00], [-0.11, 0.03, -0.08], [-0.04, 0.03, -0.01], [0.04, -0.02, 0.00], [-0.02, -0.02, 0.04], [0.03, 0.02, -0.03], [-0.01, 0.00, 0.00], [0.05, -0.01, -0.01], [-0.05, -0.07, 0.08], [-0.02, 0.06, -0.03], [0.01, 0.00, -0.01], [0.00, 0.00, 0.00], [-0.01, -0.01, 0.01], [0.00, -0.01, 0.02], [0.00, 0.00, 0.00], [-0.01, 0.00, 0.00], [0.01, 0.04, 0.04], [-0.01, 0.01, -0.02], [0.03, -0.02, 0.00], [-0.03, -0.06, 0.04], [-0.05, 0.08, -0.04], [0.04, -0.07, 0.00], [0.00, 0.00, 0.00], [-0.01, 0.00, -0.02], [0.00, -0.03, 0.00], [-0.01, 0.00, -0.01], [-0.01, 0.05, -0.05], [0.08, -0.02, 0.03], [0.01, 0.07, -0.04], [0.14, -0.12, 0.02], [-0.07, 0.04, 0.01], [-0.09, 0.09, 0.14], [-0.01, 0.00, -0.01], [-0.26, 0.07, 0.11], [0.13, -0.08, -0.03], [0.03, 0.07, -0.08], [0.06, -0.15, 0.13], [0.23, -0.10, 0.13], [0.33, 0.00, 0.20], [-0.01, 0.01, 0.00], [0.01, -0.02, 0.02], [0.00, -0.02, 0.01], [-0.01, 0.00, 0.00], [0.02, -0.03, -0.01], [-0.05, 0.05, 0.04], [-0.02, -0.03, 0.02], [0.04, -0.06, -0.01]], "de_lowest_ev": 0.000, "orbital_gap_ha": 0.20939, "charge": -2, "largest_force_ha_per_bohr": 0.02927, "homo_energy_ev": -2.05, "multiplicity": 1}

> Which of these has the highest multiplicity?

C20H27IrN3S2